#one
A structure of composition C58H49F3KN2O5P2SSb. Source: the Open Molecules 2025 dataset; level of theory: ωB97M-V with the def2-TZVPD basis set.

Output
Charge   -2
Orbital gap   4.5 eV
E_HOMO   -0.94 eV

The geometry in XYZ format:
```
122
C58H49F3KN2O5P2SSb ωB97M-V with the def2-TZVPD basis set
K -0.225 -0.151 -0.080
O -5.953 1.100 2.545
C -4.841 0.798 1.810
C -4.628 -0.486 1.320
C -3.480 -0.718 0.585
N -2.601 0.244 0.335
C -2.814 1.479 0.777
C -3.925 1.806 1.537
C -1.751 2.503 0.334
O -1.888 3.675 0.708
O -0.851 2.009 -0.403
C -3.136 -2.079 -0.041
O -3.871 -3.042 0.247
O -2.131 -2.061 -0.802
H -6.489 0.305 2.609
H -5.331 -1.295 1.481
H -4.075 2.818 1.889
C 1.053 -1.569 -2.672
C 1.383 -2.000 -1.437
C 2.667 -1.711 -0.861
C 3.449 -0.561 -1.092
C 1.895 0.721 -3.158
H 0.130 -1.911 -3.130
H 0.755 -2.766 -0.979
H 3.242 -2.614 -0.647
H 3.951 1.461 -0.927
H 1.360 1.318 -3.895
C 3.794 -4.295 4.638
S 5.275 -3.874 3.685
C 4.961 -2.108 3.377
C 3.729 -1.825 2.528
C 3.637 -0.330 2.201
N 2.302 0.111 1.800
P 2.184 1.475 0.696
C 3.474 2.589 1.446
C 4.841 2.630 1.186
C 5.674 3.490 1.891
C 5.154 4.324 2.871
C 3.790 4.311 3.129
C 2.963 3.459 2.414
C 3.027 0.874 -0.867
C 4.634 -0.737 -1.810
C 4.461 -1.478 -3.033
C 3.317 -1.463 -3.770
C 1.981 -0.750 -3.559
C 2.219 1.370 -2.044
P 0.941 0.289 2.853
C 1.570 -0.051 4.560
C 1.270 -1.185 5.315
C 1.633 -1.264 6.652
C 2.306 -0.218 7.266
C 2.613 0.917 6.528
C 2.238 1.001 5.198
C -0.013 -1.250 2.589
C -1.276 -1.290 3.184
C -2.087 -2.402 3.042
C -1.664 -3.475 2.268
C -0.429 -3.426 1.643
C 0.400 -2.324 1.807
H 3.970 -5.270 5.090
H 2.923 -4.344 3.987
H 3.644 -3.549 5.414
H 5.865 -1.758 2.875
H 4.884 -1.608 4.346
H 2.831 -2.128 3.066
H 3.779 -2.390 1.596
H 4.296 -0.134 1.353
H 4.009 0.256 3.054
H 5.281 1.984 0.436
H 6.736 3.506 1.678
H 5.812 4.991 3.415
H 3.381 4.973 3.883
H 1.889 3.464 2.578
H 5.535 -0.137 -1.665
H 5.314 -1.999 -3.475
H 3.304 -2.101 -4.652
H 1.529 -0.779 -4.553
H 1.943 2.421 -1.978
H 0.731 -2.005 4.858
H 1.388 -2.154 7.221
H 2.575 -0.281 8.314
H 3.126 1.747 7.001
H 2.457 1.898 4.632
H -1.612 -0.438 3.770
H -3.068 -2.424 3.499
H -2.323 -4.316 2.111
H -0.110 -4.246 1.011
H 1.368 -2.288 1.316
F -1.933 -1.637 -8.603
C -2.013 -1.269 -7.295
C -2.922 -1.905 -6.479
C -3.007 -1.511 -5.147
C -2.212 -0.491 -4.636
C -1.287 0.100 -5.498
C -1.178 -0.274 -6.829
Sb -2.169 0.251 -2.552
C -2.596 2.227 -3.414
C -1.920 3.354 -2.953
C -2.192 4.621 -3.464
C -3.145 4.738 -4.451
F -3.425 5.969 -4.960
C -3.833 3.647 -4.945
C -3.552 2.396 -4.416
C -4.302 -0.008 -2.243
C -5.064 1.092 -1.849
C -6.413 0.969 -1.548
C -6.993 -0.278 -1.647
F -8.319 -0.409 -1.361
C -6.277 -1.396 -2.011
C -4.926 -1.251 -2.303
H -3.545 -2.695 -6.880
H -3.715 -2.015 -4.500
H -0.639 0.885 -5.117
H -0.462 0.189 -7.496
H -1.183 3.246 -2.164
H -1.683 5.501 -3.093
H -4.572 3.784 -5.725
H -4.091 1.534 -4.794
H -4.595 2.064 -1.753
H -7.002 1.820 -1.229
H -6.758 -2.365 -2.035
H -4.348 -2.138 -2.527
```

***

#two
A structure of composition C58H49F3KN2O5P2SSb. Source: the Open Molecules 2025 dataset; level of theory: ωB97M-V with the def2-TZVPD basis set.

Output
Charge   -2
Orbital gap   5.3 eV
E_HOMO   -1.99 eV

The geometry in XYZ format:
```
122
C58H49F3KN2O5P2SSb ωB97M-V with the def2-TZVPD basis set
K 0.332 -0.396 -0.354
O -3.996 0.002 5.108
C -3.160 -0.052 4.023
C -2.438 -1.193 3.720
C -1.568 -1.151 2.640
N -1.419 -0.069 1.880
C -2.136 1.022 2.165
C -3.033 1.071 3.225
C -1.937 2.266 1.269
O -2.733 3.206 1.467
O -1.057 2.164 0.388
C -0.757 -2.393 2.273
O -1.126 -3.468 2.769
O 0.215 -2.186 1.493
H -3.892 -0.821 5.598
H -2.518 -2.114 4.286
H -3.576 1.985 3.418
C 3.415 -0.678 -1.115
C 2.616 -0.441 -2.247
C 2.538 0.954 -2.438
C 3.285 1.579 -1.422
C 3.831 0.569 -0.604
H 3.667 -1.648 -0.705
H 2.137 -1.200 -2.857
H 2.027 1.456 -3.248
H 3.428 2.647 -1.307
H 4.494 0.718 0.241
C -3.135 -0.172 -9.197
S -1.659 0.644 -8.565
C -1.637 -0.122 -6.927
C -0.478 0.398 -6.097
C -0.416 -0.241 -4.711
N -1.701 -0.225 -3.943
P -1.669 -1.737 -3.007
C -3.188 -1.724 -1.975
C -4.310 -2.511 -2.239
C -5.377 -2.544 -1.351
C -5.339 -1.797 -0.185
C -4.223 -1.024 0.100
C -3.156 -0.999 -0.781
C -2.172 -2.879 -4.358
C -3.199 -2.595 -5.257
C -3.523 -3.484 -6.268
C -2.816 -4.676 -6.398
C -1.794 -4.971 -5.512
C -1.474 -4.074 -4.497
P -1.692 1.155 -2.822
C -3.473 1.486 -2.550
C -4.514 0.893 -3.257
C -5.833 1.175 -2.930
C -6.120 2.055 -1.894
C -5.085 2.655 -1.190
C -3.766 2.373 -1.513
C -1.373 2.561 -3.961
C -2.264 2.973 -4.954
C -1.938 4.020 -5.798
C -0.724 4.683 -5.645
C 0.150 4.306 -4.639
C -0.177 3.251 -3.793
H -3.307 0.173 -10.216
H -4.007 0.077 -8.590
H -3.005 -1.255 -9.208
H -1.569 -1.207 -7.048
H -2.578 0.102 -6.422
H -0.536 1.483 -6.026
H 0.468 0.165 -6.595
H 0.394 0.224 -4.134
H -0.109 -1.284 -4.844
H -4.360 -3.111 -3.136
H -6.238 -3.164 -1.575
H -6.170 -1.825 0.510
H -4.170 -0.441 1.012
H -2.312 -0.364 -0.535
H -3.741 -1.663 -5.159
H -4.323 -3.249 -6.960
H -3.064 -5.369 -7.193
H -1.237 -5.895 -5.610
H -0.668 -4.299 -3.808
H -4.284 0.194 -4.051
H -6.638 0.693 -3.473
H -7.151 2.258 -1.627
H -5.286 3.324 -0.362
H -2.968 2.813 -0.922
H -3.210 2.459 -5.068
H -2.627 4.321 -6.578
H -0.469 5.502 -6.307
H 1.087 4.830 -4.503
H 0.494 2.961 -2.994
F -1.117 -0.755 7.663
C -0.362 -0.534 6.549
C 0.462 -1.539 6.095
C 1.216 -1.309 4.948
C 1.142 -0.097 4.269
C 0.278 0.884 4.757
C -0.474 0.681 5.906
Sb 2.088 0.278 2.362
C 3.344 1.850 3.151
C 3.819 2.817 2.267
C 4.642 3.850 2.703
C 4.975 3.899 4.040
F 5.779 4.906 4.481
C 4.523 2.968 4.953
C 3.704 1.944 4.493
C 3.581 -1.265 2.572
C 4.891 -1.001 2.959
C 5.843 -2.013 3.033
C 5.455 -3.297 2.718
F 6.378 -4.297 2.793
C 4.169 -3.605 2.327
C 3.234 -2.579 2.247
H 0.495 -2.488 6.614
H 1.850 -2.104 4.575
H 0.161 1.821 4.220
H -1.166 1.428 6.273
H 3.549 2.763 1.217
H 5.018 4.605 2.025
H 4.809 3.050 5.993
H 3.340 1.205 5.199
H 5.191 0.010 3.209
H 6.866 -1.815 3.326
H 3.907 -4.626 2.081
H 2.221 -2.810 1.928
```

***

#two is the most stable structure; the next one sits 0.1570 hartree above it.

***

#one
A structure of composition C49H42CdCl5NO7P2. Source: the Open Molecules 2025 dataset; level of theory: ωB97M-V with the def2-TZVPD basis set.

Output
Orbital gap   7.2 eV
E_HOMO   -7.86 eV

The geometry in XYZ format:
```
107
C49H42CdCl5NO7P2 ωB97M-V with the def2-TZVPD basis set
Cd -0.057 0.425 0.220
O -0.116 0.481 2.576
P -0.286 -0.534 3.631
C -2.001 -1.230 3.563
P -2.051 -2.082 1.905
O -0.842 -1.813 1.114
C -3.542 -1.531 1.014
C -4.808 -1.437 1.577
C -5.881 -1.038 0.802
C -5.695 -0.714 -0.532
C -4.432 -0.793 -1.093
C -3.359 -1.215 -0.328
C -2.232 -3.851 2.292
C -3.376 -4.376 2.880
C -3.460 -5.730 3.146
C -2.398 -6.563 2.826
C -1.255 -6.043 2.240
C -1.174 -4.688 1.968
C -0.093 0.284 5.249
C -0.109 1.673 5.220
C 0.049 2.400 6.384
C 0.250 1.736 7.582
C 0.291 0.352 7.615
C 0.115 -0.378 6.452
C 0.817 -1.966 3.541
C 0.610 -3.112 4.300
C 1.435 -4.206 4.121
C 2.447 -4.169 3.175
C 2.649 -3.028 2.417
C 1.846 -1.919 2.611
H -2.700 -0.394 3.587
H -2.230 -1.909 4.384
H -4.954 -1.658 2.623
H -6.864 -0.975 1.242
H -6.535 -0.388 -1.127
H -4.277 -0.527 -2.127
H -2.374 -1.298 -0.766
H -4.208 -3.732 3.123
H -4.352 -6.139 3.603
H -2.463 -7.620 3.039
H -0.427 -6.692 1.993
H -0.292 -4.268 1.506
H -0.229 2.172 4.270
H 0.033 3.478 6.357
H 0.394 2.298 8.491
H 0.467 -0.158 8.551
H 0.155 -1.456 6.484
H -0.206 -3.163 5.009
H 1.269 -5.102 4.700
H 3.066 -5.038 3.013
H 3.392 -3.005 1.637
H 1.976 -1.040 1.995
C 0.224 -3.512 -1.838
C 0.717 -2.068 -1.926
C 1.407 -1.798 -3.261
O -0.410 -1.189 -1.773
C 1.794 -1.789 -0.810
O 2.635 -2.660 -0.636
O 1.749 -0.660 -0.247
H -0.301 -3.799 -2.748
H -0.453 -3.604 -0.992
H 1.076 -4.167 -1.678
H 0.773 -2.093 -4.099
H 2.330 -2.369 -3.309
H 1.657 -0.740 -3.342
H -0.498 -0.685 -2.592
C -3.442 5.054 2.434
O -3.544 4.580 1.112
C -2.499 4.738 0.258
C -1.282 5.314 0.609
C -0.350 5.640 -0.356
C -0.616 5.399 -1.695
C -1.781 4.748 -2.048
C -2.715 4.370 -1.086
N -3.890 3.765 -1.530
C -4.763 3.006 -0.865
C -4.584 2.354 0.345
C -5.734 2.079 1.134
C -5.631 1.711 2.438
C -4.353 1.571 3.028
C -3.228 1.697 2.283
C -3.271 1.985 0.874
O -2.259 1.906 0.156
H -4.437 4.927 2.859
H -3.169 6.113 2.458
H -2.722 4.472 3.014
H -1.071 5.538 1.643
H 0.579 6.102 -0.058
H 0.079 5.715 -2.455
H -1.982 4.520 -3.085
H -4.115 3.986 -2.494
H -5.745 2.952 -1.325
H -6.704 2.265 0.695
H -6.511 1.546 3.041
H -4.293 1.362 4.089
H -2.238 1.610 2.708
Cl 2.007 2.405 1.702
C 1.822 2.818 0.054
C 0.803 2.180 -0.640
C 0.681 2.513 -1.978
Cl -0.605 1.783 -2.841
C 1.528 3.407 -2.623
Cl 1.356 3.756 -4.298
C 2.537 4.026 -1.891
Cl 3.594 5.148 -2.647
C 2.680 3.739 -0.537
Cl 3.923 4.493 0.372
```

***

#two
A structure of composition C49H42CdCl5NO7P2. Source: the Open Molecules 2025 dataset; level of theory: ωB97M-V with the def2-TZVPD basis set.

Output
Orbital gap   7.4 eV
E_HOMO   -7.83 eV

The geometry in XYZ format:
```
107
C49H42CdCl5NO7P2 ωB97M-V with the def2-TZVPD basis set
Cd -0.710 -1.375 0.133
O 1.409 -0.449 0.589
P 1.912 0.611 1.518
C 1.181 2.252 1.123
P -0.637 2.092 1.357
O -1.022 0.667 1.553
C -1.495 2.858 -0.030
C -1.146 4.091 -0.578
C -1.932 4.654 -1.569
C -3.058 3.982 -2.029
C -3.394 2.744 -1.501
C -2.620 2.181 -0.497
C -1.032 3.057 2.827
C -0.891 4.441 2.891
C -1.212 5.115 4.059
C -1.677 4.407 5.162
C -1.821 3.029 5.099
C -1.499 2.350 3.932
C 3.699 0.777 1.297
C 4.247 0.152 0.177
C 5.613 0.222 -0.061
C 6.435 0.906 0.824
C 5.895 1.516 1.948
C 4.531 1.452 2.187
C 1.572 0.350 3.261
C 1.787 1.352 4.209
C 1.460 1.123 5.536
C 0.890 -0.089 5.910
C 0.658 -1.079 4.964
C 1.013 -0.868 3.639
H 1.400 2.474 0.077
H 1.600 3.036 1.754
H -0.257 4.613 -0.239
H -1.663 5.616 -1.988
H -3.665 4.423 -2.810
H -4.265 2.213 -1.865
H -2.897 1.229 -0.058
H -0.539 5.001 2.032
H -1.105 6.191 4.109
H -1.929 4.936 6.072
H -2.183 2.478 5.958
H -1.606 1.271 3.868
H 3.599 -0.409 -0.484
H 6.036 -0.267 -0.929
H 7.503 0.952 0.646
H 6.542 2.033 2.646
H 4.123 1.917 3.076
H 2.188 2.317 3.919
H 1.622 1.901 6.273
H 0.606 -0.254 6.942
H 0.161 -2.002 5.232
H 0.799 -1.629 2.899
C -4.078 -0.106 2.696
C -3.511 -1.332 1.999
C -4.516 -2.476 1.956
O -3.165 -0.952 0.643
C -2.261 -1.872 2.760
O -2.339 -1.924 3.987
O -1.295 -2.285 2.038
H -5.079 0.122 2.320
H -3.427 0.750 2.507
H -4.119 -0.287 3.768
H -5.467 -2.142 1.530
H -4.695 -2.837 2.969
H -4.122 -3.305 1.362
H -3.696 -1.474 0.033
C 3.187 -1.138 -3.964
O 1.840 -1.081 -4.404
C 1.106 -2.215 -4.360
C 1.592 -3.425 -3.876
C 0.850 -4.586 -4.005
C -0.396 -4.549 -4.611
C -0.918 -3.334 -5.011
C -0.197 -2.154 -4.868
N -0.778 -0.975 -5.400
C -0.553 0.325 -5.197
C 0.131 0.984 -4.195
C 0.704 2.246 -4.554
C 1.651 2.842 -3.791
C 2.071 2.201 -2.585
C 1.480 1.063 -2.144
C 0.395 0.432 -2.869
O -0.243 -0.524 -2.383
H 3.608 -0.161 -4.178
H 3.746 -1.906 -4.503
H 3.244 -1.329 -2.889
H 2.568 -3.465 -3.413
H 1.253 -5.520 -3.635
H -0.965 -5.457 -4.756
H -1.911 -3.288 -5.447
H -1.443 -1.176 -6.128
H -0.927 0.938 -6.014
H 0.418 2.684 -5.507
H 2.103 3.778 -4.093
H 2.884 2.644 -2.017
H 1.788 0.561 -1.235
Cl 1.674 -3.771 0.214
C 0.206 -4.280 -0.558
C -0.766 -3.323 -0.843
C -1.910 -3.802 -1.469
Cl -3.142 -2.666 -1.964
C -2.124 -5.147 -1.755
Cl -3.589 -5.675 -2.501
C -1.126 -6.067 -1.460
Cl -1.334 -7.730 -1.862
C 0.057 -5.630 -0.869
Cl 1.313 -6.761 -0.529
```

***

#two is the most stable structure; the next one sits 0.0162 hartree above it.

***

#one
A cluster of 2 separate species, C3H3F3O in total. Source: the Open Molecules 2025 dataset; level of theory: ωB97M-V with the def2-TZVPD basis set.

Output
Orbital gap (alpha / beta)   7.7 / 9.6 eV
E_HOMO (alpha / beta)   -8.67 / -9.24 eV

The geometry in XYZ format:
```
10
C3H3F3O ωB97M-V with the def2-TZVPD basis set
C 0.284 1.256 -0.955
C 0.838 -0.054 -0.660
C -0.903 -0.769 1.261
O 0.010 2.120 -0.221
F 0.882 -0.993 -1.675
F -0.118 -1.734 1.616
F -2.064 -1.228 0.910
H 0.295 1.426 -2.071
H 1.603 -0.204 0.125
H -0.826 0.181 1.670
```

***

#two
A cluster of 2 separate species, C3H3F3O in total. Source: the Open Molecules 2025 dataset; level of theory: ωB97M-V with the def2-TZVPD basis set.

Output
Orbital gap   10.8 eV
E_HOMO   -10.07 eV

The geometry in XYZ format:
```
10
C3H3F3O ωB97M-V with the def2-TZVPD basis set
C 0.491 -0.136 1.355
C 2.946 0.213 3.361
C -0.282 0.006 0.058
O 1.558 0.199 1.720
F -0.388 -0.673 2.257
F 3.665 1.018 2.596
F 3.318 -1.071 3.095
H 0.396 -0.260 -0.785
H -0.243 0.997 -0.111
H -1.125 -0.581 0.092
```

***

#two is the most stable structure; the next one sits 0.0584 hartree above it.